No. 1
{"formula": "C49H44LiN5P2", "method": "wB97M-V/def2-TZVPD", "relative_energy_ev": 0.000, "gap_ev": 3.60, "homo_ev": 0.562, "lumo_ev": 4.2, "multiplicity": 1, "total_energy_ev": -77763.183, "charge": -2, "elements": ["Li", "C", "P", "C", "C", "C", "C", "C", "C", "C", "C", "C", "C", "C", "C", "C", "C", "C", "C", "C", "P", "C", "C", "C", "C", "C", "C", "C", "C", "C", "C", "C", "C", "N", "H", "H", "H", "H", "H", "H", "H", "H", "H", "H", "H", "H", "H", "H", "H", "H", "H", "H", "H", "H", "H", "H", "H", "H", "H", "H", "C", "C", "C", "C", "C", "C", "N", "N", "C", "C", "C", "C", "C", "N", "H", "H", "H", "H", "H", "H", "H", "H", "H", "C", "C", "C", "C", "C", "C", "C", "C", "N", "H", "H", "H", "H", "H", "H", "H", "H", "H"], "coordinates": [[-0.211, -0.266, -0.265], [2.037, 2.333, -1.556], [0.454, 2.684, -0.757], [0.111, 4.411, -1.263], [0.132, 5.486, -0.379], [-0.192, 6.764, -0.817], [-0.547, 6.978, -2.140], [-0.580, 5.911, -3.029], [-0.255, 4.636, -2.593], [0.758, 2.746, 1.012], [1.967, 3.224, 1.521], [2.164, 3.301, 2.890], [1.163, 2.876, 3.754], [-0.034, 2.390, 3.255], [-0.240, 2.320, 1.882], [2.580, 0.944, -1.362], [3.928, 0.617, -1.424], [3.982, -0.791, -1.355], [2.663, -1.216, -1.246], [2.213, -2.651, -1.289], [0.498, -2.960, -0.672], [0.731, -3.396, 1.092], [-0.419, -3.766, 1.789], [-0.347, -4.141, 3.119], [0.875, -4.129, 3.781], [2.016, -3.720, 3.109], [1.945, -3.358, 1.770], [0.356, -4.674, -1.375], [0.850, -5.821, -0.754], [0.745, -7.063, -1.364], [0.141, -7.183, -2.610], [-0.361, -6.052, -3.237], [-0.258, -4.814, -2.619], [1.796, -0.167, -1.234], [2.763, 3.077, -1.214], [1.859, 2.561, -2.616], [0.394, 5.317, 0.658], [-0.174, 7.591, -0.118], [-0.807, 7.975, -2.479], [-0.872, 6.071, -4.060], [-0.303, 3.804, -3.285], [2.767, 3.515, 0.851], [3.115, 3.638, 3.282], [1.340, 2.875, 4.823], [-0.789, 1.995, 3.921], [-1.149, 1.890, 1.489], [4.752, 1.312, -1.510], [4.860, -1.422, -1.374], [2.921, -3.310, -0.777], [2.191, -2.995, -2.331], [-1.382, -3.717, 1.292], [-1.253, -4.401, 3.652], [0.927, -4.384, 4.834], [2.959, -3.633, 3.635], [2.837, -2.992, 1.278], [1.316, -5.734, 0.221], [1.134, -7.943, -0.865], [0.055, -8.155, -3.083], [-0.843, -6.136, -4.204], [-0.666, -3.930, -3.099], [3.160, -0.308, 4.455], [3.337, -0.205, 3.069], [2.279, -0.282, 2.193], [0.938, -0.473, 2.647], [0.777, -0.588, 4.064], [1.860, -0.508, 4.920], [-0.057, -0.523, 1.749], [-1.309, -0.708, 2.354], [-2.294, -0.832, 1.511], [-3.635, -1.052, 2.025], [-4.681, -1.224, 1.180], [-4.477, -1.185, -0.227], [-3.186, -0.951, -0.652], [-2.122, -0.767, 0.130], [4.001, -0.247, 5.137], [4.334, -0.052, 2.663], [2.454, -0.194, 1.127], [-0.219, -0.753, 4.448], [1.687, -0.605, 5.991], [-3.755, -1.080, 3.101], [-5.678, -1.393, 1.580], [-5.285, -1.308, -0.936], [-2.990, -0.890, -1.724], [-3.229, 2.674, -0.155], [-3.037, 2.272, -1.586], [-4.102, 2.295, -2.477], [-3.962, 1.849, -3.782], [-2.732, 1.359, -4.195], [-1.641, 1.328, -3.334], [-0.322, 0.777, -3.798], [-1.780, 1.808, -2.015], [-0.727, 1.734, -1.114], [-4.243, 3.042, 0.011], [-2.519, 3.447, 0.147], [-3.063, 1.807, 0.491], [-5.067, 2.645, -2.126], [-4.807, 1.859, -4.460], [-2.612, 0.978, -5.204], [-0.447, 0.202, -4.717], [0.145, 0.152, -3.034], [0.394, 1.579, -4.009]], "forces_ev_per_angstrom": [[0.07, 0.07, 0.17], [-0.03, -0.03, -0.03], [-0.11, 0.01, 0.05], [-0.02, -0.02, -0.12], [-0.01, -0.04, 0.04], [-0.01, 0.02, 0.00], [0.00, 0.00, -0.01], [0.00, 0.01, 0.00], [0.03, 0.00, 0.07], [0.03, 0.00, -0.01], [-0.01, -0.01, 0.00], [0.01, 0.00, -0.01], [0.00, 0.02, 0.01], [-0.02, 0.04, 0.01], [0.02, -0.03, 0.01], [-0.05, 0.06, 0.04], [0.00, 0.04, 0.02], [0.00, -0.02, 0.10], [0.05, -0.10, 0.04], [-0.04, 0.02, -0.02], [0.17, -0.15, 0.05], [-0.04, 0.02, -0.03], [-0.01, -0.01, -0.01], [0.00, 0.01, 0.02], [0.03, -0.01, -0.03], [-0.01, -0.05, 0.04], [0.04, -0.03, -0.08], [-0.02, 0.02, 0.01], [0.00, 0.05, 0.00], [-0.01, -0.02, -0.02], [0.01, -0.02, 0.01], [-0.01, 0.00, -0.01], [0.00, 0.05, 0.01], [0.04, -0.03, -0.26], [-0.01, 0.00, 0.00], [-0.01, -0.03, -0.02], [0.01, 0.00, 0.00], [0.00, 0.00, 0.00], [0.00, 0.00, 0.00], [0.00, -0.01, 0.00], [-0.02, -0.02, -0.01], [0.00, 0.00, 0.01], [0.00, 0.00, 0.00], [0.00, -0.01, 0.00], [0.00, -0.01, -0.01], [0.01, 0.01, 0.02], [0.00, 0.00, 0.00], [0.00, -0.01, 0.01], [0.04, 0.01, -0.02], [-0.07, -0.01, 0.00], [-0.01, -0.01, 0.01], [-0.01, 0.00, 0.00], [0.00, 0.01, 0.00], [-0.01, 0.01, 0.00], [-0.01, -0.03, -0.01], [0.00, -0.02, 0.01], [0.00, 0.01, 0.01], [0.00, 0.00, 0.00], [0.00, 0.01, 0.00], [-0.01, -0.01, -0.01], [0.02, -0.03, 0.02], [0.01, 0.04, -0.03], [0.01, 0.07, 0.04], [-0.07, -0.02, 0.01], [-0.01, 0.02, 0.01], [-0.01, 0.00, -0.01], [0.02, 0.07, -0.08], [0.02, 0.02, 0.07], [-0.01, -0.01, -0.04], [0.01, 0.01, 0.01], [-0.01, 0.00, -0.02], [-0.02, 0.00, 0.01], [-0.02, 0.01, 0.02], [-0.12, -0.04, -0.09], [0.00, 0.00, 0.00], [0.00, 0.00, -0.01], [0.00, 0.01, -0.01], [0.00, -0.01, 0.00], [-0.01, 0.00, 0.00], [0.01, 0.00, 0.00], [0.01, 0.00, 0.01], [0.01, 0.00, 0.00], [0.02, -0.01, 0.00], [0.00, -0.02, -0.01], [0.00, 0.03, -0.01], [-0.01, 0.02, 0.00], [0.00, -0.01, 0.00], [-0.03, 0.01, -0.01], [0.03, 0.02, 0.02], [0.00, 0.01, 0.04], [0.01, -0.05, -0.02], [0.11, 0.04, 0.09], [0.00, 0.00, 0.00], [0.00, 0.00, 0.01], [-0.02, 0.01, 0.00], [0.00, 0.00, 0.00], [0.00, 0.00, 0.00], [0.01, 0.00, 0.00], [0.00, -0.01, 0.00], [0.01, 0.01, -0.01], [0.02, 0.01, -0.01]], "nbo_charge": [0.824, -0.782, 1.875, -0.393, -0.184, -0.230, -0.208, -0.244, -0.121, -0.468, -0.184, -0.229, -0.183, -0.219, -0.069, 0.064, -0.347, -0.358, 0.084, -0.719, 0.875, -0.344, -0.130, -0.233, -0.224, -0.202, -0.210, -0.304, -0.157, -0.229, -0.242, -0.227, -0.206, -0.616, 0.233, 0.221, 0.234, 0.202, 0.196, 0.204, 0.217, 0.204, 0.199, 0.206, 0.226, 0.239, 0.184, 0.187, 0.216, 0.219, 0.214, 0.199, 0.193, 0.207, 0.222, 0.219, 0.195, 0.193, 0.197, 0.217, -0.377, -0.225, -0.285, 0.165, -0.294, -0.236, -0.594, -0.460, 0.300, -0.249, -0.225, -0.454, 0.075, -0.688, 0.177, 0.187, 0.230, 0.217, 0.174, 0.190, 0.177, 0.189, 0.172, -0.617, -0.059, -0.210, -0.258, -0.223, -0.076, -0.629, 0.276, -1.145, 0.194, 0.208, 0.248, 0.192, 0.190, 0.188, 0.195, 0.264, 0.193]}

=====

No. 2
{"formula": "C4H9Cl", "method": "wB97M-V/def2-TZVPD", "relative_energy_ev": 6.378, "gap_ev": 10.73, "homo_ev": -10.085, "lumo_ev": 0.6, "multiplicity": 1, "total_energy_ev": -16810.370, "elements": ["C", "C", "C", "C", "H", "H", "H", "H", "H", "H", "H", "H", "H", "Cl"], "coordinates": [[0.080, -0.330, 1.361], [0.533, 0.011, -0.174], [-0.035, 1.502, -0.419], [-0.267, -1.046, -0.985], [0.035, 0.858, 1.958], [-1.111, -0.855, 0.932], [0.795, -1.183, 1.534], [0.408, 1.925, -1.325], [-1.400, 1.151, -0.443], [0.147, 2.220, 0.421], [-1.304, -0.560, -0.812], [0.378, -1.455, -1.937], [-0.509, -2.179, 0.012], [2.251, -0.059, -0.125]], "forces_ev_per_angstrom": [[-2.78, 1.69, -2.88], [-3.13, 1.14, 2.72], [-2.61, -2.48, 0.32], [1.16, -2.47, 2.16], [0.27, -4.48, -1.15], [3.33, 1.97, 3.04], [-1.06, 1.04, 1.17], [-0.79, -0.04, -0.18], [4.29, 2.06, -0.19], [-0.16, -0.93, -0.65], [1.35, -1.44, -2.08], [-2.61, 1.13, 1.99], [1.18, 2.79, -3.43], [1.54, 0.00, -0.83]], "nbo_charge": [-0.618, -0.147, -0.569, -0.606, 0.236, 0.203, 0.235, 0.218, 0.182, 0.217, 0.239, 0.266, 0.166, -0.022]}

=====

No. 3
{"formula": "C43H79O3Sn", "method": "wB97M-V/def2-TZVPD", "gap_ev": 4.05, "homo_ev": -1.795, "lumo_ev": 2.3, "multiplicity": 1, "total_energy_ev": -57842.399, "charge": -1, "elements": ["C", "C", "C", "C", "Sn", "C", "C", "C", "C", "H", "C", "C", "C", "C", "H", "H", "H", "H", "H", "H", "H", "H", "H", "H", "H", "H", "H", "H", "H", "H", "H", "H", "H", "H", "H", "H", "H", "H", "H", "H", "H", "C", "C", "C", "C", "C", "O", "C", "C", "C", "C", "C", "C", "C", "C", "C", "C", "C", "C", "C", "C", "C", "C", "C", "C", "O", "C", "O", "C", "C", "C", "C", "C", "C", "C", "H", "H", "H", "H", "H", "H", "H", "H", "H", "H", "H", "H", "H", "H", "H", "H", "H", "H", "H", "H", "H", "H", "H", "H", "H", "H", "H", "H", "H", "H", "H", "H", "H", "H", "H", "H", "H", "H", "H", "H", "H", "H", "H", "H", "H", "H", "H", "H", "H", "H", "H"], "coordinates": [[-2.611, -5.540, -4.201], [-1.746, -4.961, -3.086], [-1.482, -3.437, -3.242], [-1.002, -2.758, -1.942], [1.125, -2.127, -1.678], [2.102, -3.779, -2.687], [1.635, -5.164, -2.191], [2.261, -6.412, -2.793], [1.705, -7.704, -2.181], [1.707, -0.315, -2.042], [1.337, -2.798, 0.435], [2.678, -3.345, 0.963], [2.686, -4.895, 1.130], [3.859, -5.401, 1.975], [-2.671, -6.621, -4.128], [-3.636, -5.149, -4.177], [-2.167, -5.283, -5.173], [-2.212, -5.133, -2.089], [-0.794, -5.501, -3.086], [-0.813, -3.279, -4.117], [-2.422, -2.944, -3.531], [-1.482, -1.775, -1.787], [-1.205, -3.391, -1.055], [1.860, -3.652, -3.749], [3.173, -3.645, -2.532], [1.742, -5.216, -1.105], [0.552, -5.236, -2.305], [2.067, -6.432, -3.871], [3.345, -6.395, -2.634], [2.170, -8.591, -2.609], [1.883, -7.738, -1.101], [0.627, -7.789, -2.355], [1.023, -1.893, 0.981], [0.540, -3.554, 0.521], [3.566, -3.048, 0.359], [2.876, -2.888, 1.953], [1.708, -5.205, 1.568], [2.754, -5.355, 0.133], [3.855, -6.488, 2.026], [4.804, -5.075, 1.513], [3.827, -5.013, 3.004], [1.886, 0.756, -4.350], [1.152, 1.742, -3.428], [-0.371, 1.477, -3.460], [-1.230, 2.361, -2.523], [-2.493, 2.870, -3.249], [-3.059, 4.044, -2.640], [-4.180, 4.518, -3.427], [-5.050, 5.343, -2.503], [-4.720, 6.676, -2.218], [-5.529, 7.428, -1.357], [-6.678, 6.848, -0.789], [-6.986, 5.508, -1.059], [-6.178, 4.764, -1.922], [1.700, 1.573, -2.054], [2.824, 2.378, -1.536], [2.625, 2.669, -0.039], [2.716, 1.421, 0.842], [3.031, 1.941, 2.287], [1.845, 1.875, 3.259], [1.329, 0.457, 3.498], [0.146, 0.427, 4.459], [-0.581, -0.922, 4.415], [-1.775, -0.966, 5.371], [-2.883, 0.032, 5.043], [-3.839, 0.208, 6.096], [-3.447, 0.876, 7.234], [-2.068, 1.202, 7.236], [-1.662, 1.842, 8.438], [0.358, -2.097, 4.709], [3.570, 3.399, 2.116], [3.609, 3.687, 0.596], [3.147, 3.697, -2.266], [2.860, 3.607, -3.752], [1.400, 3.182, -3.968], [1.559, 0.887, -5.380], [2.972, 0.920, -4.309], [1.699, -0.279, -4.054], [-0.692, 1.688, -4.492], [-0.593, 0.412, -3.250], [-1.538, 1.706, -1.680], [-0.642, 3.201, -2.108], [-2.291, 3.093, -4.319], [-3.262, 2.051, -3.208], [-3.793, 5.145, -4.251], [-4.780, 3.667, -3.810], [-3.826, 7.104, -2.680], [-5.281, 8.480, -1.155], [-7.309, 7.423, -0.114], [-7.873, 5.042, -0.625], [-6.385, 3.724, -2.169], [1.039, 1.078, -1.268], [3.727, 1.718, -1.632], [1.616, 3.113, 0.111], [1.808, 0.811, 0.784], [3.559, 0.785, 0.500], [3.847, 1.320, 2.702], [2.168, 2.305, 4.226], [1.023, 2.515, 2.880], [1.026, -0.006, 2.540], [2.152, -0.155, 3.913], [0.489, 0.608, 5.488], [-0.554, 1.244, 4.228], [-1.003, -1.042, 3.404], [-2.226, -1.974, 5.366], [-1.387, -0.804, 6.384], [-2.517, 1.001, 4.685], [-3.519, -0.411, 4.256], [-4.034, 1.829, 7.315], [-3.689, 0.198, 8.092], [-0.926, 2.623, 8.195], [-2.533, 2.281, 8.937], [-1.206, 1.110, 9.135], [0.889, -1.930, 5.659], [-0.215, -3.030, 4.807], [1.105, -2.235, 3.917], [2.907, 4.131, 2.609], [4.571, 3.504, 2.559], [4.629, 3.519, 0.202], [3.336, 4.724, 0.352], [2.565, 4.537, -1.834], [4.199, 3.944, -2.095], [3.064, 4.579, -4.245], [3.548, 2.875, -4.207], [1.160, 3.182, -5.048], [0.719, 3.889, -3.482]], "forces_ev_per_angstrom": [[0.01, 0.38, -0.07], [-0.20, 0.42, 0.25], [-0.18, -0.09, -0.01], [0.50, 0.41, 0.30], [-0.07, -0.33, 0.22], [-0.16, -0.69, -0.04], [-0.37, 0.52, 0.38], [0.03, -0.22, -0.01], [-0.05, 0.18, 0.03], [0.21, 0.56, 0.27], [-0.08, 0.35, -0.46], [0.17, -0.17, 0.36], [-0.12, 0.47, 0.10], [-0.08, 0.37, -0.11], [-0.01, -0.22, -0.04], [0.20, 0.02, -0.02], [-0.18, -0.10, 0.11], [0.21, 0.04, -0.58], [-0.45, 0.11, -0.05], [-0.13, -0.08, 0.54], [-0.01, -0.28, -0.07], [-0.23, -0.57, -0.07], [-0.09, 0.32, -0.42], [0.30, -0.10, -0.03], [0.18, -0.10, -0.24], [0.01, 0.05, -0.33], [0.36, 0.09, -0.04], [0.20, 0.06, -0.02], [-0.01, 0.07, -0.19], [0.07, -0.04, -0.09], [-0.09, 0.06, -0.06], [0.07, 0.05, 0.09], [0.07, -0.45, 0.10], [0.19, 0.20, 0.24], [-0.56, -0.16, 0.09], [-0.04, -0.28, -0.20], [0.62, 0.13, -0.21], [0.08, 0.10, 0.62], [0.09, -0.12, 0.02], [-0.17, -0.13, 0.21], [0.00, -0.03, -0.27], [-0.15, 0.08, -0.49], [-0.10, 0.34, 0.10], [-0.05, 0.03, -0.30], [-0.22, -0.17, 0.19], [-0.19, -0.41, 0.14], [-0.54, -0.38, -0.70], [0.52, 0.06, 0.94], [0.07, 0.22, -0.15], [-0.33, -0.14, 0.16], [-0.15, -0.09, -0.13], [0.48, -0.31, -0.18], [0.05, 0.13, -0.19], [0.21, 0.43, 0.06], [-1.77, -2.29, 1.56], [0.72, -0.04, 0.59], [0.02, 0.43, 0.26], [0.55, 0.20, 0.40], [0.21, -0.12, -0.15], [0.11, 0.04, -0.14], [0.17, 0.12, -0.03], [-0.06, -0.25, 0.11], [-0.53, -0.08, -0.22], [0.10, -0.21, 0.47], [-0.54, -0.35, -0.44], [0.31, -0.26, -0.42], [-0.14, 0.35, 0.91], [-0.20, 0.20, 0.10], [0.01, -0.33, 0.00], [0.01, -0.04, -0.05], [-0.08, 0.00, -0.27], [0.30, -0.50, -0.08], [-0.23, 0.10, 0.09], [-0.14, 0.32, -0.28], [0.25, -0.52, -0.50], [0.01, -0.09, -0.48], [-0.29, -0.07, 0.04], [-0.04, 0.17, -0.04], [-0.03, -0.28, -0.03], [0.27, 0.41, -0.16], [0.12, 0.73, -0.23], [-0.32, -0.40, -0.22], [0.07, -0.10, 0.44], [0.42, 0.56, -0.26], [-0.22, -0.38, 0.09], [0.41, 0.33, -0.01], [-0.33, -0.07, 0.21], [-0.13, -0.57, -0.04], [0.11, -0.07, -0.17], [0.25, 0.19, -0.04], [-0.17, 0.16, 0.19], [0.45, 1.48, -0.99], [0.24, 0.65, 0.31], [0.29, -0.28, -0.32], [0.17, 0.10, 0.04], [-0.41, 0.28, 0.04], [-0.35, 0.15, -0.02], [-0.18, -0.05, -0.24], [0.28, -0.22, 0.11], [0.16, 0.16, 0.35], [-0.28, 0.17, -0.26], [-0.01, 0.01, -0.07], [0.21, -0.19, -0.06], [0.30, -0.05, 0.00], [0.18, 0.25, -0.04], [-0.21, 0.05, -0.16], [0.01, -0.18, 0.20], [0.41, 0.34, 0.07], [0.30, -0.53, 0.11], [0.17, 0.57, -0.23], [-0.29, -0.29, 0.07], [0.16, 0.19, 0.03], [-0.17, 0.29, -0.30], [-0.10, -0.03, -0.18], [0.17, 0.21, -0.07], [-0.19, 0.02, 0.21], [0.15, -0.34, -0.03], [-0.31, 0.05, -0.01], [-0.32, 0.01, 0.13], [0.11, -0.29, 0.10], [0.01, -0.38, -0.17], [0.01, 0.05, 0.00], [-0.10, -0.37, 0.17], [-0.24, 0.20, 0.03], [0.05, 0.10, 0.21], [0.18, 0.01, 0.03]], "mulliken_charge": [-1.477, 0.169, -0.309, -1.449, 0.586, -1.570, 1.688, -0.379, -1.188, 0.030, -0.873, -0.341, 0.193, -1.482, 0.411, 0.343, 0.289, 0.341, 0.118, 0.200, 0.456, 0.461, 0.408, 0.446, 0.572, -0.928, -1.169, 0.361, 0.360, 0.406, 0.232, 0.227, -0.135, 0.369, 0.333, 0.335, 0.392, 0.049, 0.421, 0.284, 0.346, -1.702, 2.346, -1.412, -0.365, -0.729, -0.253, -0.826, 0.656, -0.343, -0.435, -0.420, -0.479, -0.451, -0.767, 0.756, 0.382, -0.749, 0.523, -1.559, 0.492, -0.992, 1.236, -1.024, -0.456, -0.356, -0.456, -0.169, -0.853, -1.435, -1.119, -1.142, -1.037, -0.955, -1.172, 0.499, 0.329, 0.167, 0.734, -0.371, 0.408, 0.225, 0.343, 0.281, 0.360, 0.347, 0.357, 0.334, 0.350, 0.339, 0.328, -0.001, 0.107, -0.074, 0.004, 0.235, 0.686, 0.413, 0.380, -0.293, 0.277, 0.193, 0.176, 0.148, 0.321, 0.294, 0.338, 0.329, 0.349, 0.322, 0.222, 0.373, 0.282, 0.319, 0.501, 0.064, 0.338, 0.409, 0.400, 0.336, 0.341, 0.318, 0.469, 0.338, 0.528, 0.271]}